1.
The following is a quantum chemistry calculation of one molecule with the formula C3H6N2 at a distorted geometry, from OMol25.

Atoms and positions in Å:
H1 0.524 1.390 0.382
H2 2.080 -1.317 0.162
N1 0.239 -0.544 -0.754
H3 -2.901 0.002 0.139
C1 0.904 0.640 -0.422
N2 -1.083 -0.791 -0.603
H4 1.294 1.194 -1.261
C2 1.178 -0.732 0.257
C3 -1.759 0.040 0.074
H5 0.823 -0.752 1.345
H6 -1.299 0.869 0.680

Its SMILES is C=NN1CC1. The strongest force on any atom is 0.065 Eh/bohr. The spin multiplicity is 1. For the highest occupied orbital energy, the calculation gives -0.325 Ha.

2.
The following is a quantum chemistry calculation of C5H6O3 as an isolated structure at a distorted geometry, from OMol25.

Atoms and positions in Å:
C1 1.853 -0.194 -0.762
H1 1.375 1.883 -0.689
O1 0.559 0.776 0.807
H2 -1.187 1.830 -0.357
C2 -1.089 -0.735 0.314
H3 -2.917 0.549 0.351
H4 -1.659 -1.581 0.571
C3 -1.821 0.588 -0.106
H5 0.548 -1.164 1.829
C4 1.232 0.873 -0.397
C5 0.288 -0.622 0.889
H6 2.630 -0.265 -1.389
O2 1.410 -1.197 0.080
O3 -1.222 -0.741 -1.140

The strongest force on any atom is 0.105 Eh/bohr. The spin multiplicity is 1. For the highest occupied orbital energy, the calculation gives -0.301 Ha.

3.
The following is a quantum chemistry calculation of C2HF6HoNO5S2 as an isolated structure at a distorted geometry, from OMol25.

Atoms and positions in Å:
F1 1.657 0.069 0.899
O1 -1.130 2.134 2.399
Ho1 -1.577 -1.117 -0.955
F2 1.839 1.660 2.345
O2 -1.622 -3.030 -2.230
C1 1.053 0.704 1.890
F3 -1.274 4.034 -2.064
S1 -0.533 1.463 1.257
N1 -0.165 2.469 0.117
C2 -1.321 2.723 -2.220
F4 -1.281 2.442 -3.518
F5 -2.452 2.256 -1.713
H1 -2.357 -3.231 -2.826
S2 0.144 1.873 -1.414
O3 1.313 2.618 -1.976
O4 -1.252 0.233 0.767
F6 0.779 -0.147 2.860
O5 -0.956 -1.836 -2.862

Its expectation value of S² is 6.00. The strongest force on any atom is 0.074 Eh/bohr. The net charge is +1. The spin multiplicity is 5. For the highest occupied orbital energy (alpha / beta), the calculation gives -0.497 / -0.498 Ha.

> Which value of strongest force on any atom does entry 1 give?

0.065 Eh/bohr